No. 1
A structure of composition C32H25N5O3PS2Ti, computed with the ωB97M-V functional and the def2-TZVPD basis.

The geometry in XYZ format:
```
69
Properties=species:S:1:pos:R:3
Ti -0.38 -0.04 -1.44
N -2.45 0.76 -5.30
C -1.91 0.86 -4.04
S -0.19 0.63 -3.89
N -2.71 1.12 -3.06
N -2.00 1.21 -1.87
C -2.36 2.12 -0.99
C -3.64 2.87 -1.09
C -4.84 2.17 -1.14
C -6.05 2.85 -1.21
C -6.06 4.24 -1.23
C -4.87 4.94 -1.19
C -3.66 4.26 -1.11
C -1.41 2.34 0.04
C -1.63 3.19 1.14
C -0.61 3.44 2.02
C 0.64 2.84 1.80
C 0.77 1.97 0.75
N -0.22 1.66 -0.12
H -1.95 0.15 -5.92
H -3.45 0.61 -5.29
H -4.82 1.08 -1.13
H -6.98 2.29 -1.24
H -7.00 4.77 -1.29
H -4.87 6.02 -1.22
H -2.73 4.80 -1.09
H -2.60 3.63 1.27
H -0.77 4.09 2.87
H 1.49 3.02 2.46
H 1.72 1.48 0.58
O 0.86 -3.34 -3.64
S 0.67 -2.54 -2.47
O -0.71 -2.06 -2.24
O 1.56 -1.38 -2.31
C 1.00 -3.58 -1.07
C 0.96 -4.96 -1.25
C 1.14 -5.81 -0.17
C 1.37 -5.28 1.09
C 1.42 -3.90 1.27
C 1.25 -3.03 0.20
P 1.37 -1.21 0.39
C 3.16 -0.94 0.09
C 3.56 0.10 -0.74
C 4.91 0.35 -0.96
C 5.87 -0.46 -0.38
C 5.48 -1.52 0.44
C 4.13 -1.76 0.66
C 1.26 -0.97 2.20
C 2.25 -0.29 2.91
C 2.09 -0.02 4.27
C 0.94 -0.42 4.92
C -0.05 -1.09 4.22
C 0.10 -1.36 2.87
H 0.77 -5.34 -2.25
H 1.10 -6.88 -0.31
H 1.50 -5.93 1.94
H 1.60 -3.50 2.26
H 2.81 0.72 -1.23
H 5.20 1.17 -1.61
H 6.92 -0.27 -0.56
H 6.23 -2.16 0.89
H 3.84 -2.58 1.30
H 3.15 0.04 2.41
H 2.87 0.52 4.80
H 0.81 -0.20 5.98
H -0.96 -1.39 4.72
H -0.70 -1.85 2.33
N -2.46 -1.35 0.86
C -1.75 -0.89 0.07
```

Summary:
ΔE to the lowest compared entry with this formula, charge and spin ... 0.000 eV
Expectation value of S² ... 2.018
2S+1 ... 3
Gap between HOMO and LUMO (alpha / beta) ... 5.52 / 7.37 eV
E ... -101262.095 eV
Charge ... -1
E_HOMO (alpha / beta) ... -0.110 / -0.179 Ha
Largest force on an atom ... 0.23 eV/Å

Charge distribution, natural (NBO) scheme, values in e: 1.174, -0.817, 0.282, -0.298, -0.415, -0.359, 0.148, -0.069, -0.157, -0.220, -0.223, -0.244, -0.142, 0.124, -0.215, -0.207, -0.305, 0.065, -0.576, 0.387, 0.380, 0.234, 0.206, 0.201, 0.202, 0.207, 0.222, 0.204, 0.210, 0.190, -0.947, 2.418, -0.965, -0.979, -0.224, -0.198, -0.209, -0.207, -0.203, -0.338, 0.952, -0.349, -0.170, -0.214, -0.206, -0.240, -0.134, -0.348, -0.230, -0.171, -0.231, -0.199, -0.198, 0.242, 0.209, 0.208, 0.225, 0.227, 0.213, 0.206, 0.207, 0.208, 0.219, 0.198, 0.204, 0.213, 0.264, -0.543, -0.101

No. 2
A structure of composition C40H40N2PPd, computed with the ωB97M-V functional and the def2-TZVPD basis.

The geometry in XYZ format:
```
84
Properties=species:S:1:pos:R:3
Pd -1.00 -0.89 0.18
C -1.20 5.60 -2.35
C -2.19 4.51 -2.79
C -1.92 4.30 -4.29
C -3.64 4.98 -2.62
C -1.94 3.25 -2.00
C -2.91 2.67 -1.14
C -2.63 1.50 -0.48
N -1.46 0.89 -0.68
C -0.52 1.41 -1.46
C -0.73 2.62 -2.13
C 0.73 0.69 -1.55
C 1.89 1.20 -2.15
C 3.00 0.40 -2.37
C 2.87 -0.96 -1.99
C 1.71 -1.40 -1.39
N 0.69 -0.58 -1.11
C 4.28 0.94 -3.00
C 4.69 2.30 -2.40
C 4.10 1.19 -4.52
C 5.44 -0.02 -2.82
H -1.42 6.52 -2.93
H -0.15 5.33 -2.54
H -1.32 5.83 -1.27
H -2.22 5.22 -4.83
H -2.45 3.45 -4.74
H -0.85 4.14 -4.49
H -3.81 5.86 -3.27
H -3.87 5.27 -1.59
H -4.34 4.20 -2.97
H -3.87 3.15 -1.02
H -3.33 1.02 0.19
H 0.01 3.02 -2.85
H 1.94 2.27 -2.43
H 3.70 -1.66 -2.11
H 1.63 -2.43 -1.05
H 3.98 3.11 -2.62
H 5.67 2.63 -2.81
H 4.78 2.22 -1.29
H 3.33 1.93 -4.69
H 3.86 0.27 -5.07
H 5.05 1.54 -4.94
H 5.70 -0.20 -1.77
H 6.32 0.41 -3.32
H 5.28 -1.00 -3.30
C -1.25 -0.61 7.20
C -0.10 -1.01 6.55
C -0.16 -1.36 5.21
C -1.32 -1.16 4.46
C -2.46 -0.72 5.13
C -2.42 -0.40 6.48
P -1.39 -1.41 2.68
C 0.42 -1.40 2.45
C 1.21 -2.54 2.41
C 2.54 -2.40 2.02
C 3.08 -1.15 1.76
C 2.34 -0.01 2.03
C 1.02 -0.15 2.42
C -1.82 -3.16 2.64
C -2.01 -4.06 3.69
C -2.47 -5.37 3.42
C -2.80 -5.78 2.15
C -2.59 -4.91 1.03
C -2.88 -5.26 -0.31
C -2.71 -4.34 -1.33
C -2.18 -3.09 -1.05
C -1.84 -2.71 0.23
C -2.05 -3.59 1.30
H -1.23 -0.42 8.27
H 0.85 -1.09 7.06
H 0.74 -1.78 4.74
H -3.40 -0.63 4.60
H -3.34 -0.09 6.99
H 0.75 -3.55 2.55
H 3.15 -3.29 1.84
H 4.06 -1.06 1.30
H 2.80 0.97 1.93
H 0.41 0.73 2.65
H -1.84 -3.80 4.74
H -2.57 -6.08 4.24
H -3.17 -6.81 2.00
H -3.26 -6.29 -0.52
H -3.01 -4.59 -2.37
H -2.00 -2.34 -1.85
```

Summary:
ΔE to the lowest compared entry with this formula, charge and spin ... 0.000 eV
Expectation value of S² ... 6.049
2S+1 ... 5
Gap between HOMO and LUMO (alpha / beta) ... 7.57 / 4.05 eV
E ... -57849.017 eV
Charge ... +3
E_HOMO (alpha / beta) ... -0.599 / -0.615 Ha
Largest force on an atom ... 2.21 eV/Å

Charge distribution, Mulliken scheme, values in e: -0.496, -1.461, 1.829, -1.506, -2.146, 0.410, -0.694, -0.839, -0.194, -0.271, 0.569, -0.603, 0.256, 0.696, -0.552, -1.143, 0.127, 1.722, -1.525, -1.519, -1.950, 0.434, 0.322, 0.370, 0.449, 0.346, 0.367, 0.420, 0.406, 0.456, 0.620, 0.507, 0.262, 0.378, 0.394, 0.479, 0.360, 0.434, 0.339, 0.369, 0.367, 0.442, 0.361, 0.438, 0.399, -0.438, -0.899, 0.257, 0.081, -0.210, -0.701, 0.800, 0.124, 0.028, -1.052, -0.446, -0.875, 0.164, 0.903, -0.265, -0.999, -0.660, 0.308, -0.483, -0.923, -0.026, 0.112, 0.299, 0.460, 0.474, 0.476, 0.458, 0.431, 0.435, 0.463, 0.517, 0.544, 0.540, 0.429, 0.471, 0.435, 0.423, 0.422, 0.498

No. 3
An isolated molecule of C22H26N4O5S, computed with the ωB97M-V functional and the def2-TZVPD basis.

The geometry in XYZ format:
```
58
Properties=species:S:1:pos:R:3
C 1.87 -3.77 -0.04
C 0.86 -4.38 -1.01
C 0.11 -5.56 -0.39
N -0.59 -5.19 0.82
C -0.34 -5.92 2.04
C -0.65 -7.42 1.96
C -2.12 -7.68 1.64
S -2.11 -4.55 0.59
O -2.72 -5.08 -0.60
O -2.83 -4.60 1.83
C -1.73 -2.82 0.29
C -1.10 -2.10 1.29
C -0.78 -0.77 1.09
C -1.10 -0.16 -0.12
C -0.80 1.27 -0.41
O -1.46 1.95 -1.16
N 0.31 1.75 0.24
C 0.79 3.03 0.16
N 1.88 3.45 0.73
N 2.00 4.75 0.41
C 0.99 5.06 -0.34
C 0.69 6.34 -0.93
C -0.44 6.51 -1.72
C -0.70 7.76 -2.27
C 0.16 8.82 -2.04
C 1.29 8.65 -1.24
O 2.06 9.75 -1.07
C 3.22 9.65 -0.28
C 1.56 7.41 -0.68
O 0.17 3.99 -0.54
C -1.77 -0.88 -1.11
C -2.08 -2.22 -0.91
H 1.36 -3.42 0.86
H 2.38 -2.92 -0.50
H 2.62 -4.50 0.25
H 0.14 -3.62 -1.32
H 1.38 -4.73 -1.90
H 0.83 -6.35 -0.14
H -0.60 -5.95 -1.12
H 0.71 -5.77 2.31
H -0.97 -5.46 2.80
H -0.02 -7.90 1.21
H -0.41 -7.86 2.93
H -2.38 -7.25 0.67
H -2.76 -7.22 2.39
H -2.32 -8.75 1.60
H -0.89 -2.60 2.23
H -0.32 -0.21 1.89
H 0.89 1.14 0.80
H -1.10 5.68 -1.90
H -1.57 7.90 -2.89
H -0.03 9.79 -2.46
H 2.98 9.37 0.75
H 3.68 10.64 -0.28
H 3.93 8.92 -0.69
H 2.42 7.22 -0.06
H -2.03 -0.38 -2.03
H -2.59 -2.81 -1.65
```

Summary:
ΔE to the lowest compared entry with this formula, charge and spin ... 3.351 eV
Structure (SMILES) ... CCCN(CCC)S(=O)(=O)c1ccc(C(=O)Nc2nnc(-c3cccc(OC)c3)o2)cc1
Gap between HOMO and LUMO ... 8.14 eV
E ... -50268.431 eV
E_HOMO ... -0.310 Ha
Largest force on an atom ... 1.63 eV/Å

Charge distribution, natural (NBO) scheme, values in e: -0.612, -0.404, -0.233, -0.710, -0.214, -0.412, -0.621, 2.331, -0.940, -0.936, -0.317, -0.134, -0.206, -0.137, 0.673, -0.553, -0.626, 0.610, -0.333, -0.280, 0.429, -0.023, -0.229, -0.191, -0.244, 0.315, -0.490, -0.254, -0.303, -0.388, -0.165, -0.187, 0.206, 0.214, 0.202, 0.204, 0.209, 0.205, 0.226, 0.199, 0.231, 0.193, 0.210, 0.212, 0.218, 0.213, 0.229, 0.216, 0.430, 0.229, 0.218, 0.226, 0.179, 0.201, 0.179, 0.243, 0.244, 0.250